Entry 1:
{"formula": "C31H31BCl7N6O3Ru", "method": "wB97M-V/def2-TZVPD", "homo_lumo_gap_ev": [7.573, 6.651], "spin_multiplicity": 2, "e_above_lowest_ev": 0.000, "e_homo_ev": [-8.1, -8.1], "species": ["Ru", "C", "C", "C", "C", "C", "C", "N", "N", "B", "N", "C", "C", "C", "N", "C", "C", "C", "N", "C", "C", "C", "N", "C", "C", "C", "H", "H", "H", "H", "H", "H", "H", "H", "H", "H", "H", "H", "H", "H", "H", "H", "H", "H", "H", "H", "H", "H", "H", "H", "H", "H", "H", "H", "Cl", "C", "C", "Cl", "C", "Cl", "C", "O", "C", "Cl", "C", "Cl", "Cl", "C", "C", "C", "Cl", "C", "O", "C", "C", "O", "C", "H", "H", "H"], "positions_angstrom": [[-0.27199, 0.05502, 0.65594], [0.18154, 4.15360, -0.08403], [-1.22070, 3.81168, 0.43215], [-2.04486, 5.08739, 0.58272], [-1.11564, 3.06480, 1.72875], [-1.33595, 3.63809, 2.99128], [-0.96302, 2.68095, 3.90237], [-0.57847, 1.59721, 3.22417], [-0.67717, 1.80173, 1.89192], [0.23423, 0.41527, 3.69134], [-0.53101, -0.89584, 3.42804], [-0.86333, -1.81022, 4.33840], [-1.13861, -2.98471, 3.68236], [-0.91665, -2.72579, 2.32431], [-0.57163, -1.42803, 2.17923], [-0.99284, -3.84804, 1.31625], [-2.15917, -3.74119, 0.34202], [0.34027, -4.12706, 0.62638], [1.55044, 0.33887, 2.87914], [2.76169, 0.15842, 3.40877], [3.62159, -0.27720, 2.42942], [2.84211, -0.37830, 1.27370], [1.58733, 0.02816, 1.54900], [3.31552, -0.94258, -0.02983], [3.69100, -2.41692, 0.15371], [4.53564, -0.17034, -0.53633], [0.12215, 4.61559, -1.07217], [0.66600, 4.86381, 0.59131], [0.81104, 3.26912, -0.15417], [-1.72438, 3.17633, -0.28507], [-1.56594, 5.80138, 1.25648], [-2.14098, 5.57079, -0.39050], [-3.04900, 4.88035, 0.95664], [-1.69479, 4.62989, 3.19822], [-0.92576, 2.69169, 4.97865], [0.48546, 0.50497, 4.86060], [-0.85234, -1.56198, 5.38624], [-1.42592, -3.92983, 4.10918], [-1.19682, -4.71676, 1.94837], [-2.07317, -2.86259, -0.28443], [-2.17200, -4.61036, -0.31796], [-3.11193, -3.69656, 0.87207], [0.67251, -3.28111, 0.03099], [1.10580, -4.35959, 1.36922], [0.23949, -4.99198, -0.03263], [2.91845, 0.33548, 4.45985], [4.66688, -0.50991, 2.52969], [2.49865, -0.89098, -0.74161], [4.53391, -2.52267, 0.84044], [2.85846, -2.99775, 0.54494], [3.98261, -2.84358, -0.80774], [5.38851, -0.34278, 0.12480], [4.81167, -0.51079, -1.53534], [4.37149, 0.90675, -0.56998], [-0.30194, 2.19088, -6.64938], [-0.36951, 1.99148, -4.94088], [0.78454, 1.74861, -4.20700], [2.30500, 1.66971, -5.01047], [0.72437, 1.55677, -2.82964], [2.16642, 1.31190, -1.93798], [-0.48812, 1.56832, -2.12625], [-0.61702, 1.33588, -0.84830], [-1.63465, 1.89671, -2.88892], [-3.15458, 2.03128, -2.07482], [-1.58467, 2.08206, -4.26311], [-3.02828, 2.39907, -5.14270], [-2.99122, -1.73690, -5.72358], [-2.11077, -1.63723, -4.23028], [-0.75133, -1.98232, -4.21164], [-0.03475, -1.89679, -3.04974], [1.64109, -2.33197, -3.04619], [-0.60064, -1.41966, -1.83092], [0.15077, -1.33984, -0.78744], [-1.98501, -1.09735, -1.88493], [-2.72676, -0.63785, -0.75105], [-2.30019, -0.25043, 0.34624], [-2.72087, -1.22957, -3.08255], [-0.26475, -2.31287, -5.11931], [-3.81613, -0.64570, -0.86718], [-3.77137, -0.96609, -3.08924]], "forces_ev_per_a": [[-0.6, -0.1, 0.2], [0.0, 0.0, 0.0], [0.0, 0.0, 0.0], [0.0, 0.0, 0.0], [0.0, 0.0, 0.1], [0.1, 0.0, 0.0], [0.0, -0.1, 0.0], [0.0, 0.2, -0.1], [-0.1, -0.1, 0.0], [-0.1, -0.1, 0.1], [0.2, -0.1, 0.0], [0.0, 0.0, 0.0], [0.0, 0.0, 0.0], [0.0, 0.0, 0.1], [0.0, 0.1, 0.0], [-0.1, 0.0, 0.0], [0.0, 0.0, 0.0], [0.0, 0.0, 0.0], [0.0, 0.0, 0.0], [0.0, 0.0, 0.1], [0.0, 0.0, 0.0], [-0.1, 0.0, 0.0], [0.4, -0.1, -0.2], [0.0, 0.0, 0.1], [0.0, 0.0, 0.0], [0.0, 0.0, 0.0], [0.0, 0.0, 0.0], [0.0, 0.0, 0.0], [0.0, 0.0, 0.0], [0.0, 0.0, 0.0], [0.0, 0.0, 0.0], [0.0, 0.0, 0.0], [0.0, 0.0, 0.0], [0.0, 0.0, 0.0], [0.0, 0.0, 0.0], [0.0, 0.0, 0.0], [0.0, 0.0, 0.0], [0.0, 0.0, 0.0], [0.0, 0.0, 0.0], [0.0, 0.0, 0.0], [0.0, 0.0, 0.0], [0.0, 0.0, 0.0], [0.0, 0.0, 0.0], [0.0, 0.0, 0.0], [0.0, 0.0, 0.0], [0.0, 0.0, 0.0], [0.0, 0.0, 0.0], [0.0, 0.0, 0.0], [0.0, 0.0, 0.0], [0.0, 0.0, 0.0], [0.0, 0.0, 0.0], [0.0, 0.0, 0.0], [0.0, 0.0, 0.0], [0.0, 0.0, 0.0], [0.0, 0.0, 0.0], [-0.1, 0.0, 0.0], [0.1, 0.0, 0.0], [0.0, 0.0, 0.0], [0.1, 0.0, 0.0], [0.0, 0.1, 0.1], [-0.4, -0.2, 0.0], [0.6, 0.5, 0.0], [0.0, 0.0, 0.0], [0.0, 0.0, 0.0], [0.1, 0.0, 0.0], [0.0, 0.0, 0.0], [0.0, 0.0, 0.0], [0.0, 0.0, 0.0], [0.0, 0.0, 0.0], [0.0, 0.0, 0.0], [0.0, 0.0, 0.0], [0.1, 0.0, 0.0], [-0.2, 0.0, 0.0], [0.0, 0.0, -0.1], [-0.1, 0.0, 0.0], [0.1, -0.1, -0.1], [0.0, 0.0, 0.0], [0.0, 0.0, 0.0], [0.0, 0.0, 0.0], [0.0, 0.0, 0.0]]}

***

Entry 2:
{"formula": "C31H31F9N5O3PS", "method": "wB97M-V/def2-TZVPD", "homo_lumo_gap_ev": 7.311, "e_homo_ev": -8.2, "species": ["C", "P", "C", "C", "C", "C", "C", "C", "N", "C", "C", "C", "C", "C", "C", "C", "O", "C", "C", "C", "O", "C", "C", "C", "C", "C", "C", "C", "N", "S", "N", "C", "C", "C", "F", "F", "C", "F", "F", "C", "F", "F", "C", "F", "F", "F", "H", "H", "H", "H", "H", "H", "H", "H", "H", "H", "H", "H", "H", "H", "H", "H", "H", "H", "H", "H", "H", "H", "H", "H", "H", "H", "H", "C", "O", "N", "N", "H", "H", "H", "H"], "positions_angstrom": [[1.70805, 3.84148, 2.22887], [2.06897, 3.80054, 0.43049], [0.91203, 5.00196, -0.34855], [1.69123, 2.11334, -0.26162], [0.35218, 1.53666, -0.11873], [-0.68702, 2.26577, 0.70566], [-0.76127, 1.80373, 2.17364], [-1.57310, 0.52660, 2.45542], [-0.79502, -0.71283, 2.43038], [-0.03686, -0.94873, 3.65965], [0.57191, -2.32239, 3.67607], [1.94615, -2.47747, 3.85499], [2.55650, -3.71867, 3.89692], [1.77710, -4.85979, 3.76203], [0.40850, -4.73128, 3.56984], [-0.19293, -3.47949, 3.52724], [-1.54968, -3.37270, 3.37024], [0.00623, 0.35349, -0.72196], [-1.35573, -0.29045, -0.70143], [-1.83142, -0.74203, -2.08156], [-1.88203, 0.02661, -3.00007], [-2.31445, -2.14806, -2.17292], [-3.30517, -2.56307, -1.29434], [-3.78314, -3.86414, -1.32982], [-3.26210, -4.77564, -2.24167], [-2.28587, -4.34461, -3.13572], [-1.81243, -3.04160, -3.11372], [1.01204, -0.33143, -1.46267], [0.85591, -1.47973, -2.09996], [2.27225, -1.83093, -2.78784], [3.11633, -0.57414, -2.30752], [2.33259, 0.21314, -1.57519], [2.68522, 1.45631, -0.95842], [4.12898, 1.95102, -1.14505], [4.93860, 0.89370, -1.35549], [4.62388, 2.56351, -0.06727], [4.26293, 2.94943, -2.36848], [3.18052, 2.91860, -3.15539], [4.33370, 4.19766, -1.86565], [5.55302, 2.79543, -3.21004], [5.59963, 3.85582, -4.03618], [6.60480, 2.86650, -2.39546], [5.65910, 1.51006, -4.10942], [6.54805, 0.66770, -3.57065], [4.50698, 0.88021, -4.21350], [6.10446, 1.83565, -5.31050], [2.22719, 4.70603, 2.63443], [2.11580, 2.96482, 2.72113], [0.65494, 3.96498, 2.47208], [0.01378, 5.19704, 0.23602], [1.45134, 5.93925, -0.44303], [0.64530, 4.67624, -1.35084], [-0.45166, 3.32371, 0.72029], [-1.65282, 2.20557, 0.21680], [0.24041, 1.63314, 2.55722], [-1.19892, 2.59864, 2.77550], [-2.45419, 0.44810, 1.82333], [-1.95271, 0.61076, 3.47292], [-0.10336, -0.66717, 1.69099], [0.81371, -0.25383, 3.71267], [-0.63569, -0.76141, 4.54854], [2.53479, -1.57424, 3.95488], [3.61985, -3.81194, 4.04921], [2.22961, -5.83723, 3.81263], [-0.17327, -5.63642, 3.45932], [-1.85567, -4.11997, 2.84853], [-1.33158, -1.14886, -0.03498], [-2.12704, 0.37671, -0.33911], [-3.74502, -1.89858, -0.56808], [-4.56007, -4.18792, -0.65356], [-3.61521, -5.79410, -2.24831], [-1.88903, -5.03873, -3.86476], [-1.05506, -2.71634, -3.80944], [-6.35506, 0.10967, -0.64093], [-5.82762, -0.98040, -0.50423], [-5.87432, 1.04595, -1.51392], [-7.46619, 0.48073, 0.06394], [-6.29090, 1.94729, -1.64610], [-5.06392, 0.79907, -2.05318], [-7.84159, -0.18674, 0.71089], [-7.91544, 1.37044, -0.03551]], "forces_ev_per_a": [[-0.5, 0.2, -0.2], [1.5, 0.3, -0.4], [-0.2, -0.2, 0.3], [-0.5, 0.0, 0.4], [-0.1, -0.3, -0.3], [0.4, 0.2, 0.2], [-0.6, -0.4, -0.2], [0.5, 0.0, 0.5], [-0.2, 0.0, 0.1], [0.6, 0.2, -0.5], [0.1, -0.3, 0.2], [-0.2, 0.2, -0.1], [-0.1, -0.2, 0.1], [-0.1, 0.5, 0.0], [0.4, -0.2, 0.0], [-0.2, -0.2, -0.1], [0.2, 0.2, 0.0], [-0.2, 0.2, -0.3], [0.2, -0.2, 0.0], [0.0, -0.4, 0.5], [0.1, 0.5, -0.7], [-0.2, -0.3, -0.1], [-0.1, -0.3, 0.3], [0.1, -0.4, -0.3], [0.1, 0.6, 0.1], [0.0, -0.2, -0.1], [-0.3, 0.0, 0.1], [0.4, 0.7, 0.3], [0.0, -0.5, -0.3], [-0.4, 0.2, 0.3], [0.5, -0.1, -0.2], [-0.2, -0.4, -0.1], [-0.2, 0.2, 0.4], [-0.8, 0.1, -0.4], [0.3, -0.1, -0.2], [0.2, 0.1, 0.4], [0.3, 0.3, 0.8], [-0.2, -0.3, -0.3], [0.0, 0.1, 0.0], [-0.3, -0.2, -0.5], [-0.1, 0.2, -0.1], [0.3, 0.0, 0.3], [0.8, -0.1, 0.8], [-0.1, 0.0, 0.0], [-0.4, 0.0, -0.3], [-0.1, 0.1, -0.5], [0.2, 0.1, -0.1], [0.0, -0.2, 0.0], [-0.1, -0.2, 0.1], [-0.2, 0.0, -0.1], [0.1, 0.1, 0.0], [-0.1, -0.1, -0.1], [0.0, 0.0, -0.1], [-0.3, -0.1, 0.0], [0.2, 0.1, 0.1], [0.0, 0.2, 0.0], [0.0, 0.0, -0.2], [-0.2, 0.0, 0.1], [-0.1, -0.1, -0.2], [0.0, 0.1, 0.3], [-0.4, -0.1, -0.1], [0.1, 0.0, 0.0], [0.1, 0.1, 0.0], [0.0, -0.1, 0.0], [-0.3, 0.1, 0.0], [-0.1, -0.1, 0.1], [-0.1, -0.1, 0.1], [-0.1, 0.2, 0.2], [0.1, 0.2, 0.0], [-0.1, 0.1, 0.1], [0.0, -0.1, -0.1], [0.0, 0.0, 0.0], [0.1, 0.0, -0.1], [0.0, 0.1, -0.1], [-0.1, 0.0, 0.1], [0.1, 0.0, 0.0], [0.0, 0.0, 0.0], [0.0, 0.0, 0.0], [0.0, 0.0, 0.0], [0.0, 0.0, 0.0], [0.0, 0.0, 0.0]]}

***

Entry 3:
{"formula": "C31H31N5O5RuSSi", "method": "wB97M-V/def2-TZVPD", "homo_lumo_gap_ev": [4.940, 6.548], "spin_multiplicity": 2, "e_above_lowest_ev": 0.000, "total_charge": -1, "e_homo_ev": [-2.5, -4.1], "species": ["Ru", "O", "C", "O", "C", "C", "N", "N", "C", "C", "O", "O", "H", "H", "H", "C", "Si", "C", "C", "N", "C", "C", "C", "C", "C", "C", "O", "C", "C", "C", "C", "C", "C", "H", "H", "H", "H", "H", "H", "H", "H", "H", "H", "H", "H", "H", "H", "H", "H", "H", "H", "N", "C", "C", "C", "C", "C", "C", "H", "H", "H", "H", "H", "S", "C", "N", "C", "C", "C", "C", "H", "H", "H", "H", "H"], "positions_angstrom": [[0.35614, -0.32724, 0.20972], [3.29064, -3.39962, 4.09753], [3.77583, -3.65850, 2.89504], [4.60309, -4.51968, 2.69791], [3.25291, -2.82593, 1.79052], [3.66412, -2.91141, 0.47820], [2.98402, -1.98740, -0.21350], [2.16107, -1.28245, 0.57022], [2.29924, -1.79886, 1.78506], [1.31893, -1.31522, 2.80151], [1.49028, -1.61134, 3.99486], [0.36822, -0.63150, 2.31220], [2.59797, -2.67437, 4.07144], [4.39549, -3.55442, 0.01950], [2.99517, -1.81258, -1.20639], [-2.43393, 3.57276, -0.17019], [-1.97229, 1.81968, 0.37583], [-3.50828, 0.89956, 0.95078], [-1.46365, 1.69471, 3.11099], [-1.07370, 0.91204, -0.74295], [-1.29000, 0.92146, -2.09082], [-2.52075, 1.24248, -2.69072], [-2.68594, 1.27985, -4.06339], [-1.63300, 0.98565, -4.91414], [-0.39667, 0.66556, -4.36812], [-0.24249, 0.62623, -2.99656], [1.00857, 0.40679, -2.40906], [1.84862, -0.53799, -2.92979], [1.39859, -1.79777, -3.32465], [2.32689, -2.74588, -3.73291], [3.68378, -2.45051, -3.75677], [4.11713, -1.18942, -3.36979], [3.20496, -0.22964, -2.95629], [-2.39858, 4.23003, 0.70186], [-3.43628, 3.63091, -0.60040], [-1.73450, 3.96522, -0.91104], [-4.04268, 1.40449, 1.75930], [-3.25516, -0.11234, 1.27189], [-4.19698, 0.80302, 0.10652], [-2.19202, 2.42910, 3.48783], [-0.64909, 1.60502, 3.83074], [-1.94595, 0.72000, 3.06266], [-3.36755, 1.44745, -2.04551], [-3.65886, 1.52846, -4.47056], [-1.76181, 1.01070, -5.98822], [0.45160, 0.44918, -5.00442], [0.34371, -2.02906, -3.26696], [1.98202, -3.73201, -4.01684], [4.39843, -3.19995, -4.07023], [5.17324, -0.95101, -3.37852], [3.52044, 0.75379, -2.63029], [-0.93196, 2.03134, 1.80221], [0.09007, 2.98309, 1.78301], [0.93169, 3.11184, 0.66166], [1.94957, 4.04849, 0.63809], [2.18008, 4.88542, 1.72210], [1.36047, 4.76822, 2.83175], [0.32888, 3.84204, 2.86622], [0.77425, 2.47388, -0.19918], [2.58005, 4.11166, -0.24180], [2.98572, 5.60828, 1.70277], [1.51815, 5.40972, 3.69128], [-0.29571, 3.78416, 3.74700], [-0.46746, -2.28174, -0.61958], [-1.87280, -2.46295, 0.39560], [-1.66048, -2.72814, 1.75475], [-2.69969, -3.09025, 2.58984], [-3.98228, -3.03502, 2.15381], [-4.25845, -2.62737, 0.82001], [-3.17195, -2.37623, -0.03408], [-0.70930, -2.79936, 2.06207], [-2.41948, -3.39467, 3.58783], [-4.77766, -3.31322, 2.83195], [-5.27565, -2.55095, 0.46330], [-3.32705, -2.11625, -1.07372]], "forces_ev_per_a": [[1.4, 1.0, -0.6], [0.4, -0.4, -0.1], [0.0, -0.1, 0.3], [0.0, 0.0, 0.0], [0.2, 0.0, -0.1], [0.1, 0.0, 0.0], [0.0, 0.2, 0.0], [-0.4, -0.9, 0.4], [-0.2, 0.2, 0.0], [0.3, 0.2, -0.2], [-0.3, 0.1, -0.1], [-0.2, -0.2, -0.3], [-0.2, 0.2, 0.2], [0.0, 0.0, 0.0], [0.0, 0.0, -0.1], [0.0, -0.2, -0.2], [-0.2, -0.1, 0.4], [0.1, 0.3, 0.0], [-0.1, -0.2, 0.1], [-0.4, 0.2, 0.1], [0.1, -0.2, -0.1], [0.0, 0.0, 0.0], [-0.1, 0.0, -0.1], [0.0, 0.0, -0.1], [0.1, 0.0, 0.2], [-0.2, 0.0, 0.1], [-0.1, -0.1, 0.2], [-0.1, -0.1, -0.1], [0.1, 0.1, 0.0], [-0.1, 0.1, 0.0], [0.1, 0.0, 0.0], [0.1, 0.0, 0.0], [-0.1, 0.1, 0.0], [0.0, 0.0, 0.0], [0.0, 0.0, 0.0], [0.0, 0.0, 0.0], [0.0, 0.0, 0.0], [0.0, 0.1, 0.0], [0.0, 0.0, 0.0], [0.1, 0.0, 0.0], [0.0, 0.0, 0.0], [0.0, 0.0, 0.0], [0.0, 0.0, 0.0], [0.0, 0.0, 0.0], [0.0, 0.0, 0.0], [0.0, 0.0, 0.0], [0.0, 0.0, 0.0], [0.0, 0.0, 0.0], [0.0, 0.0, 0.0], [0.0, 0.0, 0.0], [0.0, 0.0, 0.0], [0.0, 0.2, -0.1], [0.0, 0.0, 0.0], [-0.1, 0.1, 0.0], [0.0, 0.0, 0.0], [0.1, 0.0, 0.0], [0.0, 0.0, 0.0], [0.0, -0.1, 0.0], [0.0, -0.1, 0.0], [0.0, 0.0, 0.0], [0.0, 0.0, 0.0], [0.0, 0.0, 0.0], [0.0, 0.0, 0.0], [-0.2, -0.3, 0.2], [-0.2, 0.0, 0.0], [-0.1, -0.2, -0.2], [0.0, 0.1, 0.0], [0.1, 0.0, 0.0], [-0.1, -0.1, 0.0], [0.1, -0.1, -0.2], [0.0, 0.0, 0.1], [0.0, 0.0, 0.0], [0.0, 0.0, 0.0], [0.0, 0.0, 0.0], [0.0, 0.0, 0.0]]}

***

Energy (computed, eV): -138652.9577, -90825.0308, -71637.1988